1.
# C37H34BBrN13O3Y

A molecular structure, C37H34BBrN13O3Y at a distorted geometry (ωB97M-V with the def2-TZVPD basis set, the Open Molecules 2025 dataset).

The expectation value of S² is 0.80. Its charge is +1. Its spin multiplicity is 2. The total energy comes out at -136197.4569 eV. The energy above the lowest of the compared OMol25 structures with the same formula, charge and spin comes out at 36.1 kcal per mole. For the HOMO-LUMO gap (alpha / beta), the calculation gives 7.421 / 5.642 eV.

Cartesian coordinates (Å):
Y (-0.063, 0.187, -0.075)
C (-3.255, 1.663, -1.036)
C (-2.788, 1.955, 0.348)
C (-3.550, 2.424, 1.416)
C (-2.672, 2.503, 2.473)
N (-1.460, 2.095, 2.059)
N (-1.525, 1.768, 0.753)
B (-0.161, 2.000, 2.925)
N (1.024, 2.551, 2.104)
C (1.904, 3.539, 2.343)
C (2.841, 3.551, 1.336)
C (2.474, 2.500, 0.490)
C (3.176, 2.076, -0.753)
N (1.377, 1.904, 0.963)
N (0.213, 0.518, 3.228)
C (0.338, -0.050, 4.437)
C (0.614, -1.388, 4.271)
C (0.654, -1.569, 2.886)
C (0.831, -2.860, 2.167)
N (0.446, -0.404, 2.269)
N (-0.500, 2.700, 4.233)
C (-0.433, 3.996, 4.626)
C (-1.206, 4.152, 5.751)
C (-1.766, 2.880, 5.985)
C (-2.749, 2.478, 7.027)
N (-1.334, 2.040, 5.063)
H (-4.330, 1.498, -1.026)
H (-2.763, 0.768, -1.424)
H (-3.032, 2.493, -1.708)
H (-4.589, 2.681, 1.414)
H (-2.871, 2.815, 3.476)
H (1.848, 4.158, 3.212)
H (3.667, 4.220, 1.211)
H (4.250, 2.193, -0.624)
H (2.856, 2.699, -1.588)
H (2.957, 1.036, -0.998)
H (0.193, 0.514, 5.335)
H (0.768, -2.127, 5.032)
H (0.177, -3.607, 2.619)
H (1.857, -3.221, 2.255)
H (0.586, -2.759, 1.109)
H (0.129, 4.729, 4.091)
H (-1.349, 5.040, 6.332)
H (-2.743, 3.186, 7.854)
H (-2.533, 1.479, 7.399)
H (-3.754, 2.464, 6.599)
O (4.973, -5.582, -3.232)
N (4.634, -5.092, -2.182)
O (4.937, -5.501, -1.086)
C (3.745, -3.945, -2.257)
C (3.053, -3.785, -3.417)
C (2.083, -2.763, -3.559)
C (1.451, -2.497, -4.787)
C (0.549, -1.465, -4.844)
C (0.229, -0.783, -3.664)
N (0.779, -1.033, -2.489)
C (1.743, -1.971, -2.436)
C (2.530, -2.084, -1.232)
N (2.292, -1.184, -0.256)
C (3.143, -1.115, 0.750)
C (4.236, -1.972, 0.887)
C (4.444, -2.957, -0.050)
C (3.581, -3.034, -1.158)
H (3.239, -4.454, -4.246)
H (1.703, -3.087, -5.656)
H (0.080, -1.183, -5.772)
H (-0.486, 0.027, -3.703)
H (2.965, -0.336, 1.480)
H (4.894, -1.849, 1.732)
H (5.273, -3.642, 0.042)
O (-1.824, -0.628, 1.322)
C (-2.811, -1.251, 1.793)
C (-3.216, -1.075, 3.157)
C (-4.285, -1.754, 3.666)
C (-5.002, -2.646, 2.857)
C (-4.652, -2.838, 1.535)
C (-3.578, -2.156, 0.968)
C (-3.242, -2.260, -0.426)
N (-2.218, -1.700, -1.082)
C (-2.387, -2.049, -2.382)
C (-3.503, -2.824, -2.536)
N (-4.030, -2.952, -1.296)
H (-2.642, -0.389, 3.762)
H (-4.587, -1.607, 4.692)
H (-5.843, -3.184, 3.263)
H (-5.235, -3.532, 0.947)
H (-1.718, -1.729, -3.151)
H (-3.938, -3.269, -3.403)
H (-4.867, -3.460, -1.062)
Br (-0.073, 2.108, -2.063)

Mulliken population analysis, charges in e, atoms 1 to 5: number 1, Y, carries 0.335; number 2, C, carries -1.391; number 3, C, carries 0.950; number 4, C, carries -1.784; number 5, C, carries -0.031

2.
# C3H5N2O2

A molecular structure, C3H5N2O2 at a distorted geometry (ωB97M-V with the def2-TZVPD basis set, the Open Molecules 2025 dataset).

Its charge is +1. The total energy comes out at -10253.9538 eV. The energy above the lowest of the compared OMol25 structures with the same formula, charge and spin comes out at 132.0 kcal per mole. For the HOMO-LUMO gap (alpha / beta), the calculation gives 8.225 / 8.225 eV.

Cartesian coordinates (Å):
C (-0.297, 0.327, -0.647)
C (-1.314, 0.565, -1.688)
C (0.660, -0.615, 1.458)
N (-0.368, -1.032, 0.639)
N (0.908, 0.677, -0.440)
O (-2.217, -0.142, -1.920)
O (1.547, 0.065, 0.562)
H (-0.961, 1.573, -2.186)
H (0.497, -0.040, 2.429)
H (1.341, -1.487, 1.958)
H (-1.254, -1.073, 0.918)
H (1.457, 1.182, -1.083)

Mulliken population analysis, charges in e, atoms 1 to 5: number 1, C, carries 0.555; number 2, C, carries -0.071; number 3, C, carries -0.132; number 4, N, carries -0.334; number 5, N, carries 0.171

3.
# C5H9BrN

A molecular structure, C5H9BrN at a distorted geometry (ωB97M-V with the def2-TZVPD basis set, the Open Molecules 2025 dataset).

Its charge is +1. The total energy comes out at -76853.4708 eV. The energy above the lowest of the compared OMol25 structures with the same formula, charge and spin comes out at 42.5 kcal per mole. For the HOMO-LUMO gap, the calculation gives 10.101 eV.

Cartesian coordinates (Å):
C (1.928, -1.435, 0.132)
C (2.518, -0.248, 0.105)
C (0.440, -1.243, -0.158)
C (1.044, 1.047, -0.266)
C (-1.309, 0.667, 0.068)
N (0.074, 0.185, 0.360)
Br (4.317, 0.238, 0.023)
H (2.375, -2.459, 0.461)
H (0.438, -1.147, -1.261)
H (-0.265, -1.991, 0.276)
H (1.330, 2.030, 0.201)
H (1.123, 1.007, -1.419)
H (-1.313, 1.504, -0.647)
H (-2.027, -0.161, -0.049)
H (-1.583, 1.335, 0.991)
H (0.198, 0.138, 1.425)

Mulliken population analysis, charges in e, atoms 1 to 5: number 1, C, carries -0.205; number 2, C, carries -0.156; number 3, C, carries -0.354; number 4, C, carries -0.765; number 5, C, carries -0.758

4.
# C4H10N3

2 unconnected molecules or ions with the total composition C4H10N3 at a distorted geometry (ωB97M-V with the def2-TZVPD basis set, the Open Molecules 2025 dataset).

Its charge is +1. The total energy comes out at -8771.1976 eV. The energy above the lowest of the compared OMol25 structures with the same formula, charge and spin comes out at 78.4 kcal per mole. For the HOMO-LUMO gap, the calculation gives 9.567 eV.

Cartesian coordinates (Å):
C (-0.575, 2.395, -1.301)
C (-0.144, -0.744, 0.013)
C (-1.190, 0.104, 0.586)
C (1.789, -2.112, 0.520)
N (-0.191, 1.292, -1.652)
N (-1.096, 3.274, -0.632)
N (0.825, -0.957, 0.859)
H (0.471, 1.218, -2.329)
H (-0.469, -1.459, -0.641)
H (-0.759, 1.012, 0.974)
H (-1.241, -0.378, 1.498)
H (-2.252, 0.121, 0.234)
H (2.768, -1.685, 0.060)
H (1.981, -2.637, 1.371)
H (1.195, -2.766, -0.147)
H (-1.910, 3.752, -1.035)
H (0.795, -0.429, 1.621)

Mulliken population analysis, charges in e, atoms 1 to 5: number 1, C, carries 0.512; number 2, C, carries 0.380; number 3, C, carries -1.565; number 4, C, carries -0.715; number 5, N, carries -0.463